[1]
{
  "formula": "CH4O3",
  "method": "ωB97M-V/def2-TZVPD",
  "homo_lumo_gap_ha": 0.410,
  "e_homo_ev": -10.7,
  "e_above_lowest_kcal_mol": 35.3,
  "charge": 0,
  "e_lumo_ev": 0.5,
  "symbols": ["O", "C", "O", "H", "H", "O", "H", "H"],
  "xyz": [[0.4393, 1.9070, 1.2463], [0.9896, 0.7584, 1.3135], [0.0635, -0.2942, 1.2825], [1.9936, 0.3476, 1.5469], [-0.0106, -0.1857, 0.3056], [-1.1512, -0.4993, -1.6900], [-0.8240, -0.6820, -2.5641], [-1.5002, -1.3518, -1.4405]],
  "atomic_forces_ev_per_a": [[4.3, -4.4, 0.0], [-4.7, 3.8, 1.6], [1.9, 0.5, -1.6], [-0.1, 1.1, -0.3], [-1.5, -1.0, 0.1], [0.1, 0.1, 0.4], [0.4, 0.2, -0.7], [-0.4, -0.4, 0.4]],
  "lowdin_charge": [0.02, -0.26, -0.02, 0.14, 0.07, -0.03, 0.03, 0.04]
}

***

[2]
{
  "formula": "C49H70N9O12",
  "method": "ωB97M-V/def2-TZVPD",
  "homo_lumo_gap_ha": [0.237, 0.105],
  "e_homo_ev": [-11.8, -11.8],
  "charge": 2,
  "multiplicity": 2,
  "e_lumo_ev": [-5.4, -9.0],
  "symbols": ["C", "C", "C", "N", "C", "C", "C", "C", "C", "C", "H", "H", "H", "H", "H", "H", "H", "H", "H", "H", "H", "H", "H", "H", "H", "H", "H", "H", "H", "H", "C", "O", "N", "N", "H", "H", "H", "H", "C", "O", "N", "N", "H", "H", "H", "H", "C", "C", "C", "C", "C", "C", "O", "O", "H", "H", "H", "H", "H", "H", "C", "C", "C", "C", "C", "C", "O", "O", "H", "H", "H", "H", "H", "H", "C", "C", "C", "C", "C", "C", "O", "O", "H", "H", "H", "H", "H", "H", "C", "C", "C", "C", "C", "C", "O", "O", "H", "H", "H", "H", "H", "H", "C", "C", "C", "C", "C", "C", "O", "O", "H", "H", "H", "H", "H", "H", "C", "C", "N", "H", "H", "H", "C", "C", "N", "H", "H", "H", "C", "C", "N", "H", "H", "H", "C", "C", "N", "H", "H", "H"],
  "xyz": [[3.6321, -1.4373, -0.2386], [2.7545, -0.1191, -0.3970], [1.2370, -0.4400, -0.1056], [0.2347, 0.6708, -0.2949], [-1.2431, 0.1405, -0.0273], [-2.2622, 1.2869, 0.0506], [-1.7982, 2.3002, 1.0524], [-0.4681, 2.9174, 0.6616], [0.6199, 1.8604, 0.5459], [0.2444, 1.1281, -1.8295], [4.4170, -1.4489, -0.9948], [3.0986, -2.3757, -0.3894], [4.1678, -1.5995, 0.6968], [2.8201, 0.0722, -1.4680], [3.2571, 0.6838, 0.1422], [1.0845, -0.8539, 0.8912], [0.9313, -1.2139, -0.8098], [-1.2904, -0.3129, 0.9628], [-1.5565, -0.6219, -0.7404], [-3.2477, 0.9675, 0.3898], [-2.4031, 1.7769, -0.9128], [-1.6347, 1.8519, 2.0324], [-2.6204, 2.9844, 1.2621], [-0.1755, 3.5424, 1.5054], [-0.5021, 3.4982, -0.2602], [0.8430, 1.4685, 1.5382], [1.5256, 2.3183, 0.1480], [-0.5688, 1.8344, -1.9964], [0.0101, 0.2827, -2.4765], [1.2229, 1.5618, -2.0358], [-0.0769, -2.3762, -3.6221], [-0.5449, -2.2391, -2.4960], [-0.7783, -2.0675, -4.6555], [1.1209, -2.7828, -3.8479], [-0.3849, -2.0566, -5.5857], [-1.7731, -2.0543, -4.4816], [1.2894, -3.4148, -3.0784], [1.3615, -3.1027, -4.7752], [-0.9519, -5.1919, 0.0060], [-0.7376, -6.2665, 0.5982], [-0.1209, -4.5855, -0.7607], [-2.0937, -4.6073, 0.0641], [0.8625, -4.6786, -0.5497], [-0.4128, -3.7629, -1.2688], [-2.7516, -5.0852, 0.6630], [-2.3523, -3.8288, -0.5251], [4.5240, 1.9635, 2.9265], [5.3000, 2.9304, 3.5772], [5.4800, 2.9322, 4.9989], [4.7637, 2.0073, 5.7666], [3.7585, 1.1273, 5.1232], [3.7394, 1.0969, 3.7328], [3.0510, 0.0844, 3.1006], [6.4458, 3.8202, 5.4564], [4.4931, 1.8945, 1.8491], [5.9260, 3.6338, 3.0483], [4.8975, 2.0257, 6.8382], [3.1671, 0.5044, 5.7779], [2.9232, -0.7039, 3.6335], [6.7178, 3.6021, 6.3508], [5.0724, 3.9460, -0.4640], [3.6694, 4.0316, -0.3503], [2.9888, 4.0086, -1.5139], [3.5621, 3.6604, -2.7072], [4.9006, 3.3443, -2.7871], [5.6488, 3.5393, -1.6208], [6.9779, 3.3956, -1.6865], [1.6997, 4.3306, -1.4173], [5.6877, 4.0257, 0.4200], [3.1154, 4.1803, 0.5648], [2.9005, 3.7535, -3.5558], [5.3133, 3.1055, -3.7561], [7.3776, 3.0445, -0.8874], [1.1554, 4.4359, -2.2011], [-4.4578, -2.4956, -4.3929], [-4.3432, -2.0562, -2.9872], [-4.7533, -0.7536, -2.6654], [-5.4196, 0.0299, -3.6186], [-5.6454, -0.5268, -4.8737], [-5.1418, -1.7073, -5.3223], [-5.2432, -2.1161, -6.6518], [-4.6194, -0.3219, -1.3352], [-4.0376, -3.4447, -4.6914], [-3.8643, -2.6445, -2.2184], [-5.8880, 0.9373, -3.2670], [-6.0274, 0.0568, -5.6983], [-5.0078, -3.0431, -6.7343], [-4.5789, -1.1384, -0.8320], [3.3894, -3.3053, 2.7370], [3.1217, -4.2479, 1.6861], [2.1304, -5.1585, 1.8475], [1.3067, -5.1656, 3.0017], [1.4163, -4.0570, 3.8830], [2.5323, -3.1642, 3.8469], [2.7094, -2.0739, 4.6819], [1.9400, -6.1716, 0.9351], [4.1969, -2.6034, 2.5899], [3.7357, -4.1553, 0.8024], [0.4781, -5.8064, 3.2647], [0.7696, -4.0888, 4.7473], [2.1983, -2.1947, 5.4855], [1.0476, -6.5250, 0.9169], [-3.5685, -2.5476, 3.2747], [-2.5674, -3.5925, 3.3278], [-2.7115, -4.5871, 4.2804], [-3.7842, -4.5701, 5.1792], [-4.7702, -3.6471, 5.0145], [-4.6389, -2.6035, 4.0891], [-5.6752, -1.6408, 4.0949], [-1.7800, -5.5448, 4.3388], [-3.3616, -1.7396, 2.5885], [-1.8081, -3.6790, 2.5646], [-3.8741, -5.3050, 5.9654], [-5.6151, -3.6550, 5.6872], [-5.4897, -1.0989, 4.8652], [-2.0387, -6.2583, 4.9265], [-1.2563, 2.6663, -5.2705], [-0.5187, 3.5694, -4.2937], [0.0423, 4.3275, -3.6541], [-2.1736, 3.1059, -5.6621], [-1.4348, 1.6667, -4.8743], [-0.7105, 2.5164, -6.2020], [-6.5551, 1.7285, 0.2491], [-7.3842, 2.2019, 1.3600], [-7.9630, 2.6011, 2.2838], [-5.5238, 1.7331, 0.6019], [-6.7090, 2.3733, -0.6161], [-6.8352, 0.7378, -0.1088], [-0.9762, 7.8455, 2.9644], [-1.5202, 6.7413, 2.0916], [-1.9425, 5.9088, 1.4484], [-0.4965, 8.5397, 2.2743], [-0.2680, 7.3445, 3.6243], [-1.7471, 8.3671, 3.5316], [2.7176, 1.8496, -6.6978], [1.8668, 1.3112, -5.6581], [1.1859, 0.8679, -4.8446], [3.7322, 1.5320, -6.4576], [2.6840, 2.9306, -6.5619], [2.2825, 1.6007, -7.6657]],
  "atomic_forces_ev_per_a": [[-0.1, 0.3, -0.2], [-0.2, -1.9, -0.4], [0.7, -0.1, -0.1], [-1.0, 0.2, -2.3], [-0.1, 0.7, 0.6], [0.5, 0.1, -0.1], [0.0, 0.3, 0.5], [-0.1, 0.0, 0.2], [-0.6, 0.0, 0.4], [-0.2, -0.5, 1.3], [0.0, 0.2, -0.1], [-0.5, 0.2, -0.1], [-0.3, 0.6, 0.2], [0.0, 0.5, 0.1], [-0.5, 0.1, 0.1], [0.1, 0.2, 0.2], [0.0, -0.1, 0.0], [0.7, -0.2, 0.1], [0.8, 0.1, -0.4], [0.2, -0.7, -0.4], [-0.1, -0.1, -0.1], [0.0, -0.5, 0.2], [0.4, 0.6, -0.4], [0.2, 0.5, -0.4], [-0.1, 0.2, 0.2], [0.0, -0.2, 0.1], [0.0, -0.3, -0.2], [0.3, 0.2, 0.4], [0.4, -0.3, 0.4], [-0.2, 0.0, 0.0], [-2.1, 1.3, 1.1], [-0.4, -0.3, 1.9], [-2.6, 1.0, -3.0], [4.1, -1.9, 0.4], [-0.5, -0.1, 0.2], [0.0, 0.5, -0.5], [1.3, -0.2, -0.2], [0.1, -0.2, 0.3], [0.6, -3.8, 1.6], [0.3, 0.5, 0.3], [4.1, 1.9, -2.6], [-4.6, 1.3, 1.0], [0.0, -0.3, -0.3], [0.3, 0.2, 0.1], [-0.4, 0.3, -0.4], [0.0, -0.3, 0.3], [0.8, 2.1, 1.3], [-0.5, -1.1, -1.0], [1.6, 1.0, -0.3], [-2.8, -1.8, -0.9], [3.6, 2.9, 3.0], [-1.3, -3.1, -1.5], [1.7, 3.4, -0.5], [-2.3, -2.0, -1.4], [0.0, 0.0, 0.0], [-0.1, 0.0, -0.3], [-0.2, -0.3, 0.1], [-0.1, -0.2, -0.3], [-0.5, -0.9, 1.4], [0.0, 0.0, 0.6], [-1.7, -0.8, 1.8], [2.0, 0.1, 0.7], [-1.3, 0.0, -0.5], [0.1, 0.1, -0.8], [-0.5, 0.7, 0.2], [0.2, -0.2, -1.0], [1.7, -0.4, -0.7], [-1.5, 0.2, 1.4], [0.2, 0.2, 0.1], [0.2, 0.4, 0.2], [0.2, -0.4, -0.4], [0.4, -0.1, 0.2], [-0.2, 0.1, 0.1], [0.2, 0.0, -0.9], [-0.1, 0.7, 2.6], [-0.1, 0.7, -3.1], [-0.4, -1.0, 0.2], [0.0, -1.2, 0.7], [0.0, 2.1, -1.1], [1.5, -2.5, 0.4], [-0.3, 1.1, 1.1], [-0.2, -0.1, -1.2], [0.0, -0.2, 0.1], [0.1, -0.3, -0.2], [0.1, 0.3, -0.4], [-0.7, 0.5, 0.3], [0.0, -0.1, 0.1], [0.0, 0.0, 0.4], [-1.2, -0.2, -0.2], [1.1, 2.0, 1.6], [-2.2, -2.9, 0.3], [0.5, 3.1, 0.8], [1.5, -0.8, 0.3], [-0.6, -1.7, -2.7], [0.1, 0.1, 0.1], [1.9, 1.2, -0.2], [0.2, 0.0, 0.1], [0.0, -0.5, 0.0], [0.1, -0.5, -0.7], [-0.3, 0.3, 0.1], [-0.1, -0.1, 0.2], [-1.2, 0.0, 0.3], [2.5, -1.2, -0.9], [-1.7, 0.7, 0.3], [-0.4, 0.8, -0.1], [0.1, -0.3, -0.4], [-0.1, 0.6, 0.3], [-1.9, 0.2, 1.1], [1.1, -0.4, -0.4], [1.1, -0.8, -0.1], [-0.4, 0.2, -0.1], [0.2, 0.2, 0.2], [0.1, -0.2, 0.0], [-0.2, 0.1, -0.1], [-0.3, 0.3, 0.1], [-0.1, -0.1, 0.1], [0.4, 0.5, 0.1], [-1.5, -1.5, -2.3], [0.4, 0.3, 0.7], [-0.2, 0.2, 0.8], [0.0, 0.3, 0.3], [0.6, 0.2, 0.3], [-0.4, 0.1, 0.0], [-0.8, 0.4, 1.3], [0.8, -0.6, -1.4], [0.0, 0.0, -0.4], [0.3, 0.2, 0.1], [0.0, -0.1, 0.4], [-0.3, -1.2, -1.2], [0.6, 2.4, 1.9], [-0.5, -1.5, -1.1], [0.2, 0.1, 0.3], [0.1, 0.5, 0.1], [0.0, -0.3, -0.1], [-0.3, 0.6, 0.7], [-0.5, -0.5, 0.4], [0.2, 0.1, -0.1], [0.0, -0.2, -0.7], [0.1, 0.1, -0.3], [0.6, -0.2, -0.1]],
  "mulliken_spin": [0.00, 0.00, 0.00, 0.00, 0.00, 0.00, 0.00, 0.00, 0.00, 0.00, 0.00, 0.00, 0.00, 0.00, 0.00, 0.00, 0.00, 0.00, 0.00, 0.00, 0.00, 0.00, 0.00, 0.00, 0.00, -0.01, 0.00, 0.00, 0.00, 0.00, 0.00, 0.00, 0.00, 0.00, 0.00, 0.00, 0.00, 0.00, 0.00, 0.00, 0.00, 0.00, 0.00, 0.00, 0.00, 0.00, 0.01, 0.08, 0.25, 0.03, 0.10, 0.24, 0.16, 0.14, 0.02, 0.00, 0.00, 0.00, -0.01, 0.00, 0.00, 0.00, 0.00, 0.00, 0.00, 0.00, 0.00, 0.00, 0.00, 0.00, 0.00, 0.00, 0.00, 0.00, 0.00, 0.00, 0.00, 0.00, 0.00, 0.00, 0.00, 0.00, 0.00, 0.00, 0.00, 0.00, 0.00, 0.00, 0.00, 0.00, 0.00, 0.00, 0.00, 0.00, 0.00, 0.00, 0.00, 0.00, 0.00, 0.00, 0.00, 0.00, 0.00, 0.00, 0.00, 0.00, 0.00, 0.00, 0.00, 0.00, 0.00, 0.00, 0.00, 0.00, 0.00, 0.00, 0.00, 0.00, 0.00, 0.00, 0.00, 0.00, 0.00, 0.00, 0.00, 0.00, 0.00, 0.00, 0.00, 0.00, 0.00, 0.00, 0.00, 0.00, 0.00, 0.00, 0.00, 0.00, 0.00, 0.00]
}

***

[3]
{
  "formula": "C21H30FN3O2",
  "method": "ωB97M-V/def2-TZVPD",
  "homo_lumo_gap_ha": 0.346,
  "e_homo_ev": -8.7,
  "e_above_lowest_kcal_mol": 12.6,
  "charge": 0,
  "e_lumo_ev": 0.7,
  "symbols": ["O", "C", "C", "C", "C", "O", "N", "C", "C", "N", "C", "C", "C", "C", "C", "F", "C", "C", "N", "C", "C", "C", "C", "C", "C", "C", "C", "H", "H", "H", "H", "H", "H", "H", "H", "H", "H", "H", "H", "H", "H", "H", "H", "H", "H", "H", "H", "H", "H", "H", "H", "H", "H", "H", "H", "H", "H"],
  "xyz": [[-0.7892, 0.6084, 0.7505], [-0.8465, -0.5411, 1.1422], [-1.7054, -1.6022, 0.4675], [-0.9111, -2.2555, -0.6895], [0.3764, -2.7882, -0.0652], [0.3349, -3.6249, 0.8213], [1.5405, -2.2829, -0.4973], [1.6538, -1.2636, -1.5114], [0.5064, -1.4546, -2.4906], [-0.7266, -1.2978, -1.7591], [-1.8725, -1.1521, -2.6361], [-1.8779, 0.2227, -3.2528], [-1.5780, 1.3241, -2.4569], [-1.5815, 2.5971, -2.9953], [-1.8924, 2.7550, -4.3341], [-1.8969, 3.9978, -4.8683], [-2.1956, 1.6786, -5.1456], [-2.1827, 0.4090, -4.5937], [-0.1609, -0.9936, 2.2092], [0.7870, -0.1744, 2.9471], [2.2052, -0.6412, 2.5851], [3.3372, -0.1676, 3.4930], [3.6223, 1.3326, 3.4777], [2.5170, 2.2472, 4.0152], [1.8681, 1.7772, 5.3236], [0.4969, 1.1176, 5.1565], [0.4614, -0.2378, 4.4471], [-1.9903, -2.3754, 1.1801], [-2.5982, -1.1205, 0.0711], [-1.4722, -3.1471, -1.0301], [2.3721, -2.6020, -0.0213], [2.6197, -1.3596, -2.0115], [1.5742, -0.2652, -1.0645], [0.5431, -0.6866, -3.2654], [0.5900, -2.4478, -2.9717], [-2.7842, -1.2702, -2.0449], [-1.8853, -1.9259, -3.4243], [-1.3338, 1.1730, -1.4159], [-1.3504, 3.4606, -2.3921], [-2.4323, 1.8378, -6.1858], [-2.4153, -0.4428, -5.2169], [-0.1654, -1.9831, 2.4113], [0.6148, 0.8384, 2.5759], [2.4133, -0.3274, 1.5592], [2.2015, -1.7362, 2.6033], [3.1488, -0.4923, 4.5155], [4.2491, -0.6763, 3.1662], [4.5212, 1.4935, 4.0798], [3.8574, 1.6409, 2.4561], [1.7459, 2.3878, 3.2594], [2.9715, 3.2278, 4.1780], [2.5424, 1.1040, 5.8552], [1.7200, 2.6463, 5.9691], [0.0729, 0.9780, 6.1549], [-0.1594, 1.8065, 4.6194], [-0.5568, -0.6235, 4.5454], [1.1207, -0.9456, 4.9507]],
  "atomic_forces_ev_per_a": [[0.0, 0.5, -0.2], [-0.4, -0.4, 0.1], [0.2, 0.0, -0.1], [-0.4, -0.1, 0.2], [0.2, -0.2, -0.2], [-0.3, -0.2, 0.3], [0.4, 0.0, 0.0], [-0.2, 0.3, -0.4], [0.3, 0.1, 0.1], [0.1, -0.1, 0.0], [0.0, 0.1, 0.1], [-0.1, 0.0, -0.2], [0.0, 0.0, -0.1], [-0.1, 0.1, -0.2], [0.0, -0.1, 0.0], [0.0, -0.1, 0.1], [0.0, 0.3, 0.0], [0.0, 0.0, 0.2], [0.2, -0.1, 0.2], [0.0, 0.0, -0.1], [0.0, 0.1, 0.2], [0.0, 0.1, -0.3], [-0.1, -0.1, 0.1], [0.2, 0.0, 0.1], [-0.2, 0.2, -0.1], [0.2, -0.2, 0.2], [-0.1, 0.2, 0.0], [0.0, 0.0, 0.0], [0.0, 0.0, 0.0], [0.2, 0.1, 0.1], [-0.2, 0.0, 0.1], [-0.1, 0.0, 0.0], [0.1, 0.0, -0.1], [0.0, 0.0, 0.0], [0.0, 0.1, 0.0], [0.0, -0.1, 0.0], [-0.1, 0.0, 0.1], [0.1, 0.0, 0.1], [0.0, 0.1, 0.1], [0.0, 0.1, -0.1], [0.0, -0.1, -0.1], [-0.1, 0.0, -0.1], [0.0, -0.1, 0.1], [0.0, -0.1, -0.1], [0.0, 0.0, -0.1], [0.1, -0.1, 0.1], [0.0, 0.0, 0.1], [0.0, 0.1, -0.1], [0.1, 0.0, 0.0], [0.0, 0.1, -0.1], [-0.1, 0.0, -0.1], [0.0, 0.0, 0.1], [0.1, 0.0, 0.0], [-0.1, 0.0, 0.0], [-0.1, 0.0, 0.0], [0.1, 0.0, 0.0], [0.0, -0.1, 0.1]],
  "lowdin_charge": [0.05, -0.48, -0.02, -0.20, -0.47, 0.04, 0.10, -0.15, -0.16, -0.14, -0.14, -0.22, -0.01, 0.01, -0.28, 0.05, -0.01, -0.04, 0.10, -0.30, -0.14, -0.20, -0.20, -0.20, -0.20, -0.20, -0.14, 0.12, 0.12, 0.16, 0.15, 0.12, 0.12, 0.13, 0.14, 0.13, 0.13, 0.09, 0.12, 0.12, 0.11, 0.13, 0.13, 0.11, 0.12, 0.09, 0.11, 0.11, 0.11, 0.10, 0.11, 0.11, 0.11, 0.11, 0.12, 0.11, 0.11]
}

***

no.,M (g mol⁻¹)
1,64.04
2,977.15
3,375.49